Record 1
Computed, not measured: 2 unconnected molecules or ions with the total composition C3H6N2O at a distorted geometry, with the ωB97M-V functional and the def2-TZVPD basis.

Last columns: bonded neighbours and bond lengths (Å).
Atoms and positions in Å:
1 C 0.90655 -1.23838 0.13451  C2 1.484, H6 1.086, H7 1.089, H8 1.089
2 C 1.52214 0.09886 -0.04999  C1 1.484, N3 1.256, H5 1.097
3 N 0.81786 1.13532 -0.13619  C2 1.256, H4 1.016
4 H 1.30951 2.01569 -0.26045  N3 1.016
5 H 2.61819 0.10057 -0.10242  C2 1.097
6 H -0.17668 -1.16726 0.16944  C1 1.086
7 H 1.27403 -1.68178 1.05899  C1 1.089
8 H 1.20551 -1.89229 -0.68352  C1 1.089
9 N -1.92458 1.19424 0.00481  C10 1.185, H12 1.019
10 C -2.82900 0.42922 -0.03522  N9 1.185, O11 1.162
11 O -3.81669 -0.18217 -0.05093  C10 1.162
12 H -0.90683 1.18798 -0.04904  N9 1.019

Results
Maximum force = 0.0244 Eh/bohr
HOMO = -10.2 eV
Gap between HOMO and LUMO = 10.94 eV

Computed Löwdin charges, given in elementary charges: number 1, C, carries -0.071; number 2, C, carries -0.265; number 3, N, carries 0.071; number 4, H, carries 0.078; number 5, H, carries 0.115; number 6, H, carries 0.066; number 7, H, carries 0.081; number 8, H, carries 0.081; number 9, N, carries 0.187; number 10, C, carries -0.458; number 11, O, carries 0.122; number 12, H, carries -0.007


Record 2
Computed, not measured: 2 unconnected molecules or ions with the total composition C5H14O at a distorted geometry, with the ωB97M-V functional and the def2-TZVPD basis.

Last columns: bonded neighbours and bond lengths (Å).
Atoms and positions in Å:
1 C 0.26828 2.14042 0.53941  C2 1.537, H6 1.080, H7 1.094, H8 1.087
2 C 0.00004 0.87819 1.37458  C1 1.537, C3 1.545, H9 1.092, H10 1.100
3 C 0.24954 -0.42841 0.58793  C2 1.545, C4 1.536, H11 1.089, H12 1.084
4 C -0.52389 -0.62441 -0.72430  C3 1.536, C5 1.575, H13 1.082, H14 1.092
5 C -2.05220 -0.79659 -0.38373  C4 1.575, H15 1.082, H16 1.098, H17 1.074
6 H 1.24824 2.53526 0.76215  C1 1.080
7 H -0.50507 2.89794 0.69537  C1 1.094
8 H 0.23108 1.89070 -0.51744  C1 1.087
9 H -0.96922 0.96015 1.87076  C2 1.092
10 H 0.77185 0.79389 2.15396  C2 1.100
11 H 1.29185 -0.32228 0.29264  C3 1.089
12 H -0.01304 -1.30497 1.17001  C3 1.084
13 H -0.49063 0.15444 -1.47427  C4 1.082
14 H -0.22560 -1.59563 -1.12575  C4 1.092
15 H -2.73143 -0.61764 -1.20694  C5 1.082
16 H -2.13754 -1.80861 0.03272  C5 1.098
17 H -2.26640 -0.19086 0.47706  C5 1.074
18 H 3.11355 -1.30520 -0.89718  O20 0.968
19 H 2.12856 -1.36736 -2.14240  O20 0.969
20 O 2.61202 -1.88902 -1.48457  H18 0.968, H19 0.969

Results
Expectation value of S² = 0.75
Maximum force = 0.0455 Eh/bohr
Net charge = -1
HOMO (alpha / beta) = 1.2 / -6.7 eV
Multiplicity = 2
Gap between HOMO and LUMO (alpha / beta) = 2.70 / 10.44 eV

Computed Löwdin charges, given in elementary charges: number 1, C, carries -0.182; number 2, C, carries -0.290; number 3, C, carries -0.296; number 4, C, carries -0.325; number 5, C, carries -0.128; number 6, H, carries 0.034; number 7, H, carries 0.053; number 8, H, carries 0.033; number 9, H, carries 0.080; number 10, H, carries 0.080; number 11, H, carries 0.048; number 12, H, carries 0.095; number 13, H, carries 0.057; number 14, H, carries 0.061; number 15, H, carries 0.049; number 16, H, carries 0.061; number 17, H, carries 0.037; number 18, H, carries -0.078; number 19, H, carries -0.065; number 20, O, carries -0.324